# 1
Here is a structure of composition C6H9N in a non-equilibrium geometry from the Open Molecules 2025 dataset. Energies are from ωB97M-V/def2-TZVPD.

Output
Orbital gap (spin up / spin down) ... 7.62 / 7.24 eV
HOMO energy (spin up / spin down) ... -7.58 / -7.23 eV
Energy above the lowest of the compared OMol25 structures with the same formula, charge and spin ... 200.5 kcal/mol
LUMO level (spin up / spin down) ... 0.0 / 0.0 eV
Multiplicity ... 1

Last column: natural (NBO) charge in e.
Geometry (Å):
C (1.739, 0.847, 0.187)  0.1637
C (0.323, 0.731, 0.673)  0.2447
C (2.849, 1.497, -0.121)  -0.5227
C (-1.385, 1.367, -0.241)  -0.2228
C (-2.314, 0.211, -0.355)  -0.7431
C (0.850, -1.668, 0.521)  -0.4219
N (1.087, -0.343, 0.525)  -0.4057
H (3.585, 0.995, -0.575)  0.2017
H (2.822, 2.561, -0.237)  0.2241
H (-1.671, 2.184, 0.517)  0.1510
H (-1.785, -0.544, -0.931)  0.1957
H (-3.107, 0.611, -1.018)  0.2460
H (-2.495, -0.161, 0.649)  0.2185
H (0.051, -1.877, -0.225)  0.2195
H (1.799, -2.283, 0.353)  0.2263
H (0.330, -2.115, 1.489)  0.2248

# 2
Here is the ion C6H9N2 with charge +1 in a non-equilibrium geometry from the Open Molecules 2025 dataset. Energies are from ωB97M-V/def2-TZVPD.

Output
Net charge ... +1
Orbital gap ... 10.35 eV
HOMO energy ... -13.80 eV
Energy above the lowest of the compared OMol25 structures with the same formula, charge and spin ... 79.6 kcal/mol
LUMO level ... -3.5 eV
Structure (SMILES) ... C=C[n+]1cc[nH]c1C
Multiplicity ... 1

Last column: natural (NBO) charge in e.
Geometry (Å):
C (0.780, 1.886, -1.636)  -0.3752
C (-0.179, 1.025, -1.621)  0.1255
N (0.136, -0.502, -0.652)  -0.3782
C (0.565, -1.944, -0.581)  -0.0543
C (0.341, -2.356, 0.669)  -0.0508
N (-0.208, -1.355, 1.357)  -0.4782
C (-0.331, -0.231, 0.570)  0.4251
C (-0.794, 1.013, 1.111)  -0.6938
H (1.496, 1.791, -0.830)  0.2508
H (0.587, 2.844, -2.013)  0.2643
H (-0.956, 0.626, -2.112)  0.2216
H (1.128, -2.297, -1.406)  0.2531
H (0.523, -3.395, 1.016)  0.2737
H (-0.354, -1.251, 2.297)  0.4310
H (-0.079, 1.879, 0.880)  0.2629
H (-1.722, 1.380, 0.700)  0.2691
H (-0.933, 0.888, 2.252)  0.2536

# 3
Here is the ion C6H9N2 with charge +1 in a non-equilibrium geometry from the Open Molecules 2025 dataset. Energies are from ωB97M-V/def2-TZVPD.

Output
Net charge ... +1
Orbital gap ... 10.53 eV
HOMO energy ... -13.96 eV
Energy above the lowest of the compared OMol25 structures with the same formula, charge and spin ... 52.5 kcal/mol
LUMO level ... -3.4 eV
Structure (SMILES) ... C=C(C)[n+]1cc[nH]c1
Multiplicity ... 1

Last column: natural (NBO) charge in e.
Geometry (Å):
C (1.806, 0.896, -0.170)  -0.3467
C (0.925, -0.008, 0.225)  0.1593
C (1.203, -1.300, 0.847)  -0.6759
N (-0.410, 0.299, -0.151)  -0.2988
C (-1.527, 0.095, 0.563)  -0.0541
C (-2.608, 0.424, -0.267)  -0.0308
N (-2.098, 0.718, -1.471)  -0.4519
C (-0.763, 0.614, -1.387)  0.2404
H (1.612, 1.801, -0.591)  0.2118
H (2.729, 0.827, 0.292)  0.2241
H (1.138, -1.553, 1.928)  0.2715
H (0.579, -1.999, 0.203)  0.2339
H (2.315, -1.434, 0.437)  0.2641
H (-1.732, 0.005, 1.657)  0.2772
H (-3.634, 0.171, -0.193)  0.2518
H (-2.753, 0.762, -2.221)  0.4623
H (0.037, 0.685, -2.123)  0.2620

# 4
Here is the ion C6H9N2 with charge +1 in a non-equilibrium geometry from the Open Molecules 2025 dataset. Energies are from ωB97M-V/def2-TZVPD.

Output
Net charge ... +1
Orbital gap ... 8.19 eV
HOMO energy ... -13.65 eV
Energy above the lowest of the compared OMol25 structures with the same formula, charge and spin ... 53.6 kcal/mol
LUMO level ... -5.5 eV
Structure (SMILES) ... N[C@H]1C=CC=CC1=[NH2+]
Multiplicity ... 1

Last column: natural (NBO) charge in e.
Geometry (Å):
N (0.346, -1.113, -1.407)  -0.7848
C (-0.399, 0.146, -0.905)  -0.2050
C (-1.507, -0.548, -0.243)  -0.0381
C (-1.402, -0.897, 1.052)  -0.2750
C (-0.314, -0.466, 1.873)  -0.0057
C (0.628, 0.335, 1.383)  -0.3280
C (0.624, 0.735, 0.009)  0.4313
N (1.415, 1.678, -0.455)  -0.6601
H (-0.086, -1.580, -2.166)  0.3924
H (1.284, -0.854, -1.664)  0.3636
H (-0.793, 0.847, -1.770)  0.2421
H (-2.385, -0.741, -0.970)  0.2577
H (-2.258, -1.441, 1.556)  0.2589
H (-0.247, -0.543, 2.959)  0.2542
H (1.330, 0.820, 2.075)  0.2416
H (2.189, 1.984, 0.138)  0.4295
H (1.575, 1.638, -1.466)  0.4252

# 5
Here is a cluster of 2 separate species, C6H9N2O2 in total in a non-equilibrium geometry from the Open Molecules 2025 dataset. Energies are from ωB97M-V/def2-TZVPD.

Output
Net charge ... -1
Orbital gap ... 8.20 eV
HOMO energy ... -4.46 eV
Energy above the lowest of the compared OMol25 structures with the same formula, charge and spin ... 55.2 kcal/mol
LUMO level ... 3.7 eV
Multiplicity ... 1

Last column: natural (NBO) charge in e.
Geometry (Å):
C (-0.822, -3.134, 0.151)  -0.6236
C (-0.270, -1.905, -0.767)  0.0569
C (1.204, -0.756, -1.989)  0.1628
C (-0.722, -0.545, -0.906)  -0.0891
N (0.890, -1.945, -1.568)  -0.5145
N (0.196, 0.190, -1.646)  -0.5609
H (1.983, -0.367, -2.706)  0.1850
H (-0.670, -2.848, 1.136)  0.2073
H (-0.372, -4.215, -0.093)  0.2169
H (0.427, 1.195, -1.542)  0.4771
H (-1.532, 0.022, -0.303)  0.2379
H (-1.885, -3.044, 0.069)  0.2084
C (0.061, 2.633, 2.172)  -0.7447
C (0.398, 2.293, 0.610)  0.7849
O (-0.644, 2.326, -0.022)  -0.7960
O (1.559, 2.258, 0.112)  -0.8021
H (0.880, 2.115, 2.655)  0.1896
H (-0.838, 2.121, 2.264)  0.2082
H (0.156, 3.607, 2.373)  0.1959

# 6
Here is a cluster of 2 separate species, C6H9N2O2 in total in a non-equilibrium geometry from the Open Molecules 2025 dataset. Energies are from ωB97M-V/def2-TZVPD.

Output
Net charge ... -1
Orbital gap ... 7.74 eV
HOMO energy ... -3.90 eV
Energy above the lowest of the compared OMol25 structures with the same formula, charge and spin ... 37.2 kcal/mol
LUMO level ... 3.8 eV
Multiplicity ... 1

Last column: natural (NBO) charge in e.
Geometry (Å):
C (0.840, -1.122, 3.814)  -0.6489
C (-1.287, 0.217, 1.049)  0.0884
C (0.168, -0.368, 2.532)  0.0742
C (0.872, 0.057, 1.403)  -0.1801
N (-1.157, -0.302, 2.284)  -0.5582
N (-0.057, 0.341, 0.431)  -0.6042
H (-2.311, 0.329, 0.578)  0.1685
H (0.286, 0.962, -1.042)  0.5109
H (1.873, -0.127, 1.057)  0.1819
H (1.909, -0.666, 3.947)  0.1973
H (0.823, -2.173, 3.450)  0.2130
H (0.249, -0.845, 4.677)  0.2096
C (-0.045, -0.954, -2.235)  -0.7364
C (0.005, 0.462, -2.802)  0.7830
O (0.561, 1.452, -2.006)  -0.7523
O (-0.246, 0.618, -3.954)  -0.6260
H (-0.340, -1.624, -3.153)  0.2048
H (-0.768, -1.178, -1.438)  0.2521
H (0.932, -1.246, -1.972)  0.2226

Number 1: E -288.46260 Eh. Number 2: E -343.19457 Eh. Number 3: E -343.23789 Eh. Number 4: E -343.23606 Eh. Number 5: E -494.03466 Eh. Number 6: E -494.06337 Eh.